{"formula": "C11H20CoN2OP", "method": "the ωB97M-V functional and the def2-TZVPD basis", "e_homo_ev": [-2.07, -9.29], "multiplicity": 5, "de_lowest_kcal_mol": 0.00, "gap_ev": [2.72, 9.18], "symbols": ["C", "C", "C", "C", "C", "Co", "P", "H", "H", "H", "H", "H", "H", "H", "H", "C", "N", "C", "C", "C", "N", "C", "C", "O", "H", "H", "H", "H", "H", "H", "H", "H", "H", "H", "H", "H"], "xyz": [[-0.00021, -1.84492, -0.39603], [1.29078, -1.54926, 0.12835], [1.10825, -1.02717, 1.44887], [-0.30086, -0.96907, 1.72239], [-0.99038, -1.44336, 0.57101], [0.19139, 0.13031, 0.08749], [-0.98654, 0.44094, -1.80082], [-0.18047, -2.25215, -1.38437], [2.24172, -1.71037, -0.37264], [1.90921, -0.76263, 2.12652], [-2.06686, -1.54422, 0.46375], [-0.74782, -0.65063, 2.65948], [-2.34639, 0.02814, -1.81238], [-0.58960, -0.40317, -2.86945], [-1.08999, 1.63824, -2.54461], [2.28245, 2.28592, 2.22575], [1.43432, 3.36610, 1.71876], [1.43735, 4.63782, 2.45170], [0.83351, 5.76529, 1.63621], [-0.36756, 5.27935, 0.85866], [0.14113, 4.24042, -0.01207], [-0.32467, 4.18331, -1.38187], [0.75279, 3.17141, 0.56199], [0.70772, 2.02231, 0.01312], [2.95490, 2.68939, 3.00047], [2.90557, 1.84963, 1.42151], [1.68977, 1.44605, 2.64279], [0.84958, 4.53456, 3.38341], [2.47976, 4.86435, 2.72886], [1.57470, 6.14446, 0.91795], [0.57540, 6.61395, 2.28144], [-0.80970, 6.04144, 0.21648], [-1.13130, 4.88782, 1.55395], [-1.41319, 4.07063, -1.41404], [-0.05263, 5.10591, -1.91529], [0.13399, 3.35787, -1.93116]]}